ORCA calculation (wB97M-V/def2-TZVPD) on a structure of composition C24H37CaF3N4O4S.

```
74
C24H37CaF3N4O4S (wB97M-V/def2-TZVPD)
Ca -0.522 -0.566 0.264
C -3.719 -1.895 -0.141
O -2.423 -2.001 0.466
C -1.980 -3.339 0.670
C -1.295 -3.869 -0.568
O -0.205 -2.981 -0.861
C 0.337 -3.176 -2.171
C -0.535 -2.523 -3.217
O -0.692 -1.166 -2.856
C -1.613 -0.499 -3.720
H -4.468 -2.347 0.510
H -3.917 -0.834 -0.269
H -3.736 -2.385 -1.117
H -1.274 -3.305 1.504
H -2.811 -3.981 0.970
H -0.917 -4.882 -0.405
H -1.989 -3.892 -1.411
H 1.323 -2.707 -2.159
H 0.466 -4.242 -2.374
H -0.063 -2.618 -4.202
H -1.513 -3.014 -3.284
H -1.276 -0.551 -4.759
H -2.605 -0.952 -3.645
H -1.673 0.537 -3.400
O 1.488 -1.833 0.978
C 1.718 -2.207 2.341
C 0.685 -1.600 3.260
C 0.892 -1.607 4.633
C -0.113 -1.138 5.461
C -1.290 -0.672 4.890
C -1.397 -0.678 3.513
N -0.430 -1.127 2.704
H 1.385 -2.632 0.446
H 2.722 -1.897 2.636
H 1.673 -3.295 2.437
H 1.820 -1.985 5.042
H 0.017 -1.139 6.535
H -2.107 -0.305 5.493
H -2.290 -0.303 3.026
F -2.565 4.433 -1.251
C -3.128 4.180 -0.055
F -4.230 3.449 -0.265
F -3.523 5.357 0.452
C -2.155 3.495 0.872
C -1.816 4.088 2.072
C -0.915 3.461 2.928
C -0.381 2.257 2.525
N -0.687 1.674 1.361
C -1.582 2.252 0.531
S -1.959 1.359 -0.926
H -2.259 5.037 2.342
H -0.641 3.900 3.875
H 0.332 1.726 3.148
C 2.397 2.183 -3.047
C 1.257 1.442 -2.316
N 1.760 0.798 -1.091
C 2.190 1.834 -0.143
C 3.184 2.809 -0.809
N 3.583 2.208 -2.126
C 4.097 0.815 -1.918
C 2.907 -0.045 -1.437
H 2.143 3.215 -3.282
H 2.715 1.684 -3.962
H 0.836 0.672 -2.955
H 0.448 2.117 -2.043
H 2.650 1.343 0.715
H 1.315 2.374 0.209
H 4.089 2.957 -0.223
H 2.741 3.780 -1.023
H 4.320 2.776 -2.542
H 4.901 0.874 -1.185
H 4.511 0.470 -2.864
H 3.195 -0.630 -0.565
H 2.595 -0.735 -2.221
```

DFT total energy: -77055.310 eV
Frontier orbital gap: 7.777 eV
ΔE to the lowest compared entry with this formula, charge and spin: 17.2 kcal/mol
Charge: +2